{
  "formula": "C40H76Br2ClIN3O14",
  "method": "wB97M-V/def2-TZVPD",
  "total_energy_ha": -8692.99076,
  "charge": 1,
  "largest_force_ev_per_a": 2.9,
  "spin_multiplicity": 1,
  "symbols": ["C", "C", "C", "Cl", "N", "C", "Br", "C", "C", "Br", "C", "C", "C", "N", "C", "C", "C", "O", "C", "C", "C", "C", "I", "C", "C", "C", "C", "C", "N", "C", "C", "C", "O", "H", "H", "H", "H", "H", "H", "H", "H", "H", "H", "H", "H", "H", "H", "H", "H", "H", "H", "H", "H", "H", "H", "H", "H", "H", "H", "H", "H", "H", "H", "H", "H", "H", "H", "H", "H", "H", "H", "H", "H", "H", "H", "H", "H", "C", "C", "O", "C", "O", "O", "C", "H", "H", "H", "H", "H", "H", "H", "H", "C", "C", "O", "C", "O", "O", "C", "H", "H", "H", "H", "H", "H", "H", "H", "C", "C", "O", "C", "O", "O", "C", "H", "H", "H", "H", "H", "H", "H", "H", "C", "C", "O", "C", "O", "O", "C", "H", "H", "H", "H", "H", "H", "H", "H"],
  "xyz": [[-1.08770, -3.54719, 2.85622], [0.06380, -2.48710, 2.71613], [-0.07537, -1.87061, 1.31319], [0.30659, -3.19582, 0.17213], [0.71838, -0.58054, 1.10055], [1.94057, -0.63195, 1.96192], [1.97810, 0.23950, 3.69710], [3.08399, -1.21377, 1.68902], [4.25484, -1.25813, 2.62735], [3.48684, -2.09378, 0.04815], [-0.16679, 0.48998, 1.73545], [-1.44536, 0.91069, 0.99123], [-2.69682, 0.38246, 1.78204], [-2.99853, 1.29864, 2.91436], [-1.63360, 0.60201, -0.52759], [-1.94753, 1.88524, -1.33742], [-3.07583, 1.66088, -2.38039], [-2.87071, 2.36445, -3.58771], [-0.46092, -0.24920, -1.09902], [-0.19732, -0.03098, -2.59912], [0.57312, -1.20584, -3.22479], [-0.31166, -2.05486, -4.15552], [2.11562, -0.33138, -4.49777], [0.88313, -0.14309, -0.30947], [1.44690, 1.26569, -0.53773], [2.60326, 1.76560, 0.33899], [3.07350, 3.16183, -0.15106], [3.34337, 4.11043, 1.04083], [2.33729, 5.16099, 1.24313], [2.22477, 6.08049, 0.11192], [1.10183, 4.63591, 1.66073], [-0.13877, 4.69626, 0.78297], [1.00541, 4.14584, 2.74299], [-1.70531, -3.26682, 3.71007], [-1.75502, -3.56985, 1.99906], [-0.68942, -4.52339, 3.10399], [0.98383, -3.04900, 2.82232], [-0.11322, -1.77175, 3.51296], [-1.13586, -1.70201, 1.18355], [5.06072, -1.86077, 2.21986], [3.94327, -1.73596, 3.55217], [4.61683, -0.25024, 2.80903], [-0.50581, 0.15949, 2.71072], [0.40870, 1.38893, 1.91323], [-1.54999, 1.98386, 1.09936], [-2.49180, -0.58008, 2.25925], [-3.58791, 0.39974, 1.16356], [-3.70471, 1.97225, 2.65089], [-2.15090, 1.75172, 3.23187], [-2.53766, 0.00334, -0.62878], [-2.33359, 2.66449, -0.67681], [-1.06358, 2.32021, -1.79948], [-3.13280, 0.58206, -2.58337], [-4.02570, 1.92454, -1.92546], [-2.10824, 1.93541, -3.99978], [-0.82681, -1.27767, -1.09982], [-1.19056, -0.05605, -3.05453], [0.20482, 0.94760, -2.83033], [1.05660, -1.85459, -2.49784], [0.33133, -2.79768, -4.61772], [-1.07579, -2.52892, -3.53579], [-0.73360, -1.40354, -4.91540], [1.47875, -0.80075, -0.92375], [1.83944, 1.28837, -1.55300], [0.67392, 2.03695, -0.53052], [3.44687, 1.07943, 0.22403], [2.38965, 1.80546, 1.40673], [3.98270, 3.07869, -0.74295], [2.30770, 3.54317, -0.82972], [4.28731, 4.61571, 0.84506], [3.43434, 3.55273, 1.96932], [1.75833, 7.01556, 0.41595], [3.20639, 6.31967, -0.29019], [1.65458, 5.67925, -0.73331], [0.08146, 4.29939, -0.20847], [-0.91270, 4.13234, 1.28818], [-0.50588, 5.71774, 0.69101], [-6.14842, -4.15078, 7.33496], [-5.03465, -4.25899, 6.31550], [-4.91553, -3.05582, 5.53872], [-4.27769, -2.04689, 6.13621], [-3.78556, -2.06723, 7.23504], [-4.28036, -1.00308, 5.29965], [-3.68848, 0.18381, 5.83451], [-7.08277, -3.86467, 6.85008], [-6.29226, -5.10240, 7.84636], [-5.92378, -3.38951, 8.08152], [-5.25956, -5.05316, 5.60506], [-4.08233, -4.50314, 6.78673], [-2.68690, -0.01168, 6.21701], [-4.31764, 0.59628, 6.62301], [-3.61943, 0.90194, 5.02293], [-7.30371, -2.73144, -5.95392], [-8.30968, -1.72644, -5.43356], [-7.70612, -0.81370, -4.50385], [-6.99350, 0.17373, -5.04987], [-6.83091, 0.36809, -6.22690], [-6.47978, 0.91053, -4.05898], [-5.62687, 1.97369, -4.49852], [-6.80619, -3.23759, -5.12475], [-7.79567, -3.47659, -6.57888], [-6.53109, -2.24145, -6.54634], [-9.09476, -2.24069, -4.88166], [-8.78755, -1.18029, -6.24645], [-6.12550, 2.60049, -5.23558], [-4.70744, 1.56735, -4.90571], [-5.38981, 2.57888, -3.63067], [10.55878, 6.59117, 1.47841], [10.34996, 5.31167, 2.26051], [9.34327, 5.47398, 3.27216], [8.08384, 5.42248, 2.84672], [7.71952, 5.23471, 1.71105], [7.28125, 5.61982, 3.89724], [5.89487, 5.66145, 3.56573], [10.76638, 7.42172, 2.15437], [11.39227, 6.48313, 0.78446], [9.66758, 6.85212, 0.90793], [11.26470, 5.04760, 2.78836], [10.09952, 4.47712, 1.60554], [5.60126, 4.78116, 2.99693], [5.67158, 6.56800, 3.00368], [5.33518, 5.68107, 4.49705], [0.29927, -8.74669, -5.89249], [1.51139, -7.95980, -6.34352], [1.50987, -6.63189, -5.79161], [1.91160, -6.53478, -4.52797], [2.28540, -7.43459, -3.82167], [1.82238, -5.24555, -4.16283], [2.15809, -5.00450, -2.80025], [-0.61678, -8.19656, -6.11331], [0.26189, -9.71223, -6.39619], [0.32234, -8.92059, -4.81679], [1.49004, -7.83429, -7.42451], [2.43932, -8.47355, -6.09385], [3.13412, -5.41676, -2.55115], [1.39200, -5.42245, -2.14562], [2.18800, -3.92392, -2.66401]],
  "atomic_forces_ev_per_a": [[0.038, 0.756, 0.750], [-1.305, -0.880, -0.435], [0.141, -1.441, 0.587], [0.166, 0.421, -0.128], [-0.628, 0.502, 1.846], [0.119, 0.514, 0.512], [-0.465, -0.218, -0.533], [1.093, -0.884, -0.850], [0.031, -0.365, -0.223], [0.057, 0.104, 0.089], [-1.196, 1.062, -0.243], [-1.441, -1.128, -0.541], [0.535, 1.614, 1.103], [0.059, -0.639, -0.517], [0.835, 0.445, -0.095], [-0.623, 0.180, 0.196], [0.890, -0.749, 0.171], [0.267, -0.043, 0.292], [-0.517, 0.072, 0.206], [-0.665, -0.467, 0.334], [-0.153, 0.570, -1.061], [0.854, 0.377, 0.783], [0.132, -0.277, 0.364], [-0.823, 0.577, -2.693], [0.523, 0.405, 0.898], [0.590, -0.005, -0.676], [-0.301, -0.451, 0.660], [0.340, 0.452, -0.437], [-0.684, -0.077, -1.073], [0.118, 0.065, -0.389], [-0.133, 0.880, -0.567], [0.382, 0.390, 0.048], [0.001, -1.429, 1.629], [-0.082, 0.008, -0.009], [0.108, -0.298, -0.126], [-0.005, -0.207, -0.387], [0.421, 0.523, 0.084], [0.497, 0.242, -0.063], [0.044, 0.686, -0.424], [-0.006, 0.094, -0.139], [0.038, 0.197, 0.251], [0.061, 0.068, 0.207], [0.381, -0.365, 0.074], [0.499, -0.169, -0.195], [0.442, 0.183, 0.038], [-0.282, -0.313, -0.528], [0.035, -0.539, -0.161], [0.253, 0.217, 0.083], [-0.232, 0.312, 0.122], [0.046, -0.248, 0.136], [0.208, -0.011, 0.210], [0.000, -0.078, -0.194], [-0.154, 0.051, -0.081], [-0.164, 0.298, -0.272], [-0.138, 0.310, -0.161], [0.286, -0.116, 0.393], [0.015, 0.070, -0.113], [0.235, -0.029, 0.050], [0.195, 0.148, 0.007], [-0.282, -0.291, -0.160], [-0.184, -0.092, -0.235], [-0.246, -0.155, -0.082], [0.614, -0.518, 0.980], [-0.048, -0.243, -0.119], [-0.265, -0.161, 0.221], [-0.033, -0.085, 0.128], [-0.242, 0.081, -0.096], [0.002, -0.147, -0.061], [0.055, 0.340, 0.073], [0.080, 0.097, 0.260], [0.058, -0.023, 0.057], [-0.030, -0.029, 0.102], [0.165, 0.002, 0.233], [-0.011, -0.007, 0.036], [-0.203, 0.065, -0.084], [-0.046, -0.183, -0.012], [0.094, 0.078, -0.209], [-0.046, 0.284, 0.066], [-0.174, -0.423, 0.284], [0.186, 0.068, -0.119], [-0.138, -0.019, 0.067], [0.017, 0.003, -0.168], [0.109, -0.088, -0.052], [0.018, 0.428, 0.172], [0.001, -0.126, -0.049], [0.014, -0.013, -0.039], [0.083, -0.063, 0.021], [0.010, 0.183, -0.183], [0.027, 0.199, 0.021], [-0.078, -0.107, 0.126], [0.088, -0.150, 0.127], [-0.144, -0.304, -0.019], [0.278, 0.115, 0.017], [-0.167, -0.397, -0.283], [-0.006, 0.166, 0.053], [-0.019, -0.099, -0.024], [0.001, 0.009, 0.151], [-0.070, 0.002, 0.013], [-0.127, 0.153, -0.151], [-0.123, -0.068, 0.018], [-0.029, 0.008, 0.028], [-0.086, 0.030, -0.064], [0.066, 0.147, 0.197], [0.147, 0.127, 0.018], [-0.016, -0.121, -0.070], [-0.049, 0.024, -0.130], [-0.114, -0.123, 0.101], [-0.249, 0.163, 0.013], [0.416, 0.054, -0.345], [-0.149, -0.126, 0.053], [0.139, 0.086, -0.027], [-0.023, -0.035, 0.152], [0.032, -0.083, -0.072], [-0.307, 0.061, 0.067], [0.121, -0.060, 0.016], [0.014, -0.027, 0.035], [0.017, -0.090, -0.046], [-0.144, 0.012, 0.219], [-0.189, 0.051, 0.030], [0.066, 0.047, -0.084], [-0.005, -0.083, -0.108], [0.200, 0.017, 0.096], [-0.102, 0.131, 0.271], [-0.111, -0.515, -0.241], [0.128, 0.174, 0.096], [-0.084, -0.200, -0.156], [-0.017, 0.193, -0.008], [0.017, 0.072, -0.003], [0.014, 0.121, 0.197], [0.025, -0.037, -0.134], [0.021, 0.026, -0.031], [0.090, -0.058, -0.023], [0.007, 0.264, 0.049], [-0.002, 0.110, 0.174], [-0.060, -0.115, -0.001], [0.096, -0.112, 0.031], [-0.039, 0.016, -0.192]]
}